Record 1
C48H43F6N2O4P3S2Zn as an isolated structure in a non-equilibrium geometry, computed with the ωB97M-V functional and the def2-TZVPD basis.

Maximum force (hartree/bohr): 0.04451
LUMO level (spin up / spin down) (eV): 4.04 / 4.04
Gap between HOMO and LUMO (spin up / spin down) (Eh): 0.215 / 0.191
Total energy (eV): -175902.041

```
! wB97M-V def2-TZVPD RIJCOSX def2/J DEFGRID3
* xyz -2 1
Zn 0.422 0.646 1.514
F 2.723 -0.942 5.117
C 2.325 0.066 4.298
F 0.996 0.098 4.409
F 2.826 1.179 4.829
S 3.006 -0.302 2.550
O 1.802 -0.803 1.815
O 3.897 -1.392 2.868
N 3.731 0.904 1.978
S 2.819 2.351 1.827
O 3.435 3.327 2.718
O 1.489 1.905 2.483
C 4.480 2.822 0.163
F 5.468 3.621 0.609
F 5.086 1.756 -0.403
F 3.918 3.500 -0.881
C -0.349 -4.281 -1.679
C 0.638 -4.522 -0.513
P 1.137 -2.973 0.480
C 2.855 -3.548 0.816
C 3.175 -4.670 1.577
C 4.499 -5.020 1.787
C 5.517 -4.262 1.225
C 5.208 -3.160 0.445
C 3.883 -2.806 0.244
C 0.310 -3.422 2.054
C -1.019 -3.847 2.038
C -1.677 -4.169 3.216
C -1.022 -4.048 4.431
C 0.283 -3.575 4.462
C 0.946 -3.262 3.287
C 0.091 -3.176 -2.651
P -0.535 -1.499 -2.079
C 0.476 -0.568 -3.307
C 0.266 -0.563 -4.683
C 1.169 0.065 -5.529
C 2.291 0.691 -5.008
C 2.500 0.706 -3.637
C 1.595 0.083 -2.790
C -2.232 -1.558 -2.825
C -3.203 -0.977 -2.006
C -4.547 -1.024 -2.341
C -4.945 -1.635 -3.521
C -3.993 -2.219 -4.345
C -2.651 -2.195 -3.991
H -1.337 -4.008 -1.290
H -0.462 -5.224 -2.226
H 1.567 -4.910 -0.939
H 0.225 -5.283 0.154
H 2.386 -5.258 2.029
H 4.740 -5.879 2.403
H 6.552 -4.526 1.411
H 5.998 -2.559 0.014
H 3.638 -1.924 -0.335
H -1.547 -3.923 1.095
H -2.704 -4.514 3.183
H -1.526 -4.315 5.353
H 0.790 -3.449 5.410
H 1.959 -2.886 3.319
H -0.255 -3.383 -3.666
H 1.183 -3.113 -2.671
H -0.614 -1.033 -5.103
H 0.998 0.060 -6.600
H 2.998 1.177 -5.671
H 3.367 1.204 -3.227
H 1.736 0.114 -1.716
H -2.875 -0.480 -1.100
H -5.283 -0.596 -1.672
H -5.992 -1.665 -3.801
H -4.302 -2.707 -5.263
H -1.939 -2.686 -4.643
C -1.436 0.358 2.470
H -1.322 -0.085 3.463
H -2.165 -0.240 1.915
N -0.114 1.413 -0.180
P -1.046 2.617 0.084
C -0.336 4.194 0.714
C 0.990 4.451 0.389
C 1.612 5.606 0.838
C 0.895 6.519 1.599
C -0.432 6.271 1.921
C -1.045 5.105 1.488
C -2.425 2.320 1.225
C -3.731 2.196 0.830
C -4.746 1.813 1.720
C -4.413 1.487 3.046
C -3.126 1.569 3.493
C -1.980 1.827 2.575
C -1.808 3.177 -1.491
C -1.379 2.521 -2.637
C -1.929 2.825 -3.872
C -2.923 3.789 -3.965
C -3.345 4.459 -2.825
C -2.784 4.164 -1.591
H 1.525 3.728 -0.212
H 2.654 5.781 0.607
H 1.370 7.428 1.948
H -0.984 6.984 2.523
H -2.077 4.897 1.751
H -4.005 2.473 -0.181
H -5.781 1.813 1.399
H -5.203 1.191 3.729
H -2.889 1.343 4.524
H -1.210 2.479 3.003
H -0.613 1.767 -2.515
H -1.586 2.307 -4.760
H -3.375 4.019 -4.923
H -4.121 5.212 -2.896
H -3.109 4.690 -0.701
*
```


Record 2
C48H44AsBrF4N4PReS as an isolated structure in a non-equilibrium geometry, computed with the ωB97M-V functional and the def2-TZVPD basis.

Maximum force (hartree/bohr): 0.19209
Expectation value of S²: 0.7663
LUMO level (spin up / spin down) (eV): -9.24 / -9.76
Gap between HOMO and LUMO (spin up / spin down) (Eh): 0.215 / 0.196
ΔE to the lowest compared entry with this formula, charge and spin (eV): 5.231
Total energy (eV): -220410.141

```
! wB97M-V def2-TZVPD RIJCOSX def2/J DEFGRID3
* xyz 3 2
Re -0.574 -0.118 -0.548
F -6.428 -1.745 -4.795
C -5.186 -1.395 -4.430
C -4.239 -1.085 -5.398
F -4.571 -1.132 -6.696
C -2.947 -0.716 -5.027
F -2.071 -0.391 -5.987
C -2.588 -0.664 -3.680
P -0.999 -0.240 -2.927
C -0.617 1.380 -3.663
C 0.684 1.745 -4.039
C 0.959 3.018 -4.551
C -0.057 3.963 -4.665
C -1.346 3.639 -4.258
C -1.620 2.363 -3.755
C 0.087 -1.475 -3.703
C 0.543 -1.423 -5.027
C 1.353 -2.436 -5.551
C 1.717 -3.522 -4.760
C 1.274 -3.595 -3.444
C 0.467 -2.581 -2.921
C -3.562 -0.962 -2.728
Br -2.982 -0.781 -0.948
C -4.852 -1.329 -3.086
F -5.771 -1.608 -2.152
H 1.511 1.047 -3.933
H 1.972 3.274 -4.849
H 0.159 4.954 -5.053
H -2.139 4.380 -4.318
H -2.634 2.162 -3.415
H 0.272 -0.596 -5.680
H 1.694 -2.375 -6.582
H 2.343 -4.310 -5.170
H 1.552 -4.442 -2.821
H 0.135 -2.668 -1.888
C -3.434 1.475 5.899
C -3.188 0.216 5.128
C -3.507 -1.002 5.576
C -3.184 -2.123 4.664
N -2.630 -1.987 3.501
C -2.315 -0.724 3.071
S -1.597 -0.394 1.593
N -2.603 0.340 3.895
C -3.525 -3.517 5.126
H -3.903 1.274 6.868
H -4.096 2.143 5.339
H -2.491 1.998 6.086
H -3.971 -1.194 6.533
H -2.353 1.255 3.536
H -3.986 -3.512 6.117
H -2.611 -4.118 5.165
H -4.221 -3.972 4.415
C 1.290 -0.321 -2.814
C 2.617 0.042 -3.536
N 3.454 0.984 -2.740
C 3.689 0.332 -1.421
C 2.362 -0.032 -0.699
N 1.162 0.357 -1.493
C 1.281 1.820 -1.754
C 2.609 2.183 -2.476
H 1.229 -1.407 -2.670
H 0.435 -0.047 -3.446
H 2.399 0.490 -4.514
H 3.192 -0.870 -3.738
H 4.286 1.000 -0.788
H 4.293 -0.573 -1.567
H 2.323 0.463 0.280
H 2.329 -1.110 -0.499
H 1.214 2.363 -0.803
H 0.426 2.150 -2.357
H 3.177 2.900 -1.871
H 2.390 2.687 -3.425
C -0.761 3.273 4.515
C -0.596 3.671 3.187
C -0.017 2.798 2.262
C 0.407 1.519 2.652
C 0.230 1.125 3.995
C -0.349 2.001 4.918
As 1.199 0.374 1.247
C 0.843 -1.296 2.015
C -0.172 -2.217 1.787
C -0.152 -3.412 2.518
C 0.877 -3.664 3.444
C 1.903 -2.725 3.652
C 1.897 -1.523 2.930
C 2.947 -0.413 3.050
C 4.060 -0.435 3.903
C 4.942 0.659 3.920
C 4.722 1.776 3.092
C 3.615 1.814 2.234
C 2.753 0.724 2.233
H -1.210 3.949 5.231
H -0.918 4.656 2.874
H 0.104 3.118 1.235
H 0.529 0.150 4.343
H -0.480 1.693 5.947
H -0.957 -2.018 1.071
H -0.931 -4.147 2.367
H 0.880 -4.592 4.001
H 2.683 -2.945 4.367
H 4.251 -1.279 4.550
H 5.801 0.643 4.578
H 5.412 2.609 3.117
H 3.436 2.666 1.590
H -1.031 1.545 -0.552
*
```


Record 3
C48H44AsBrF6N6OSn as an isolated structure in a non-equilibrium geometry, computed with the ωB97M-V functional and the def2-TZVPD basis.

Maximum force (hartree/bohr): 0.02887
LUMO level (eV): -6.13
Gap between HOMO and LUMO (Eh): 0.250
ΔE to the lowest compared entry with this formula, charge and spin (eV): 1.451
Total energy (eV): -214482.657

```
! wB97M-V def2-TZVPD RIJCOSX def2/J DEFGRID3
* xyz 2 1
Sn -0.477 -0.886 0.564
Br -3.616 -1.272 -0.157
C -3.183 -3.019 -0.553
C -4.130 -3.994 -0.563
C -3.781 -5.287 -0.998
C -2.521 -5.532 -1.444
C -1.533 -4.516 -1.459
C -0.261 -4.792 -2.007
C 0.667 -3.817 -2.131
C 0.396 -2.510 -1.655
C -0.780 -2.260 -1.037
C -1.847 -3.213 -0.959
H -5.140 -3.773 -0.247
H -4.531 -6.066 -1.012
H -2.256 -6.509 -1.827
H -0.059 -5.791 -2.372
H 1.629 -4.008 -2.591
H 1.145 -1.773 -1.837
C -0.624 -0.434 4.394
C -1.665 -1.110 3.508
O -1.134 -1.510 2.277
C -2.136 -2.426 4.180
F -2.625 -2.195 5.395
F -3.052 -3.064 3.465
F -1.077 -3.248 4.307
C -2.867 -0.156 3.330
F -2.442 0.921 2.627
F -3.870 -0.683 2.644
F -3.335 0.282 4.491
H 0.221 -1.110 4.519
H -1.028 -0.189 5.373
H -0.277 0.476 3.907
C 2.466 -3.789 2.266
C 1.372 -2.980 2.036
N 1.387 -2.065 1.058
C 2.484 -1.923 0.285
C 3.625 -2.696 0.447
C 3.587 -3.643 1.470
C 4.912 -2.514 -0.270
C 5.291 -2.035 -1.456
C 4.589 -1.532 -2.652
C 5.356 -0.970 -3.661
C 4.692 -0.458 -4.763
N 3.368 -0.519 -4.883
C 2.734 -1.127 -3.886
N 3.266 -1.629 -2.774
H 2.436 -4.520 3.061
H 0.463 -3.051 2.613
H 2.463 -1.137 -0.463
H 4.461 -4.256 1.657
H 5.747 -2.832 0.347
H 6.366 -2.031 -1.600
H 6.434 -0.926 -3.590
H 5.236 0.017 -5.571
H 1.658 -1.219 -3.990
C -3.720 5.757 0.765
C -2.541 5.795 0.033
C -1.944 4.614 -0.391
C -2.550 3.401 -0.082
C -3.729 3.354 0.653
C -4.318 4.542 1.067
As -1.842 1.752 -0.753
C -0.344 2.053 -1.920
C 0.924 2.525 -1.611
C 1.902 2.538 -2.599
C 1.611 2.048 -3.867
C 0.339 1.591 -4.177
C -0.657 1.599 -3.208
C -2.081 1.250 -3.431
C -2.656 0.939 -4.660
C -4.028 0.780 -4.753
C -4.843 0.949 -3.638
C -4.279 1.225 -2.401
C -2.905 1.364 -2.309
H -4.171 6.679 1.107
H -2.091 6.746 -0.222
H -1.034 4.647 -0.979
H -4.185 2.406 0.914
H -5.245 4.517 1.625
H 1.160 2.896 -0.621
H 2.889 2.926 -2.380
H 2.381 2.037 -4.628
H 0.126 1.244 -5.181
H -2.044 0.849 -5.548
H -4.472 0.540 -5.710
H -5.917 0.872 -3.735
H -4.914 1.339 -1.531
C -0.374 3.373 2.398
N 0.980 2.881 2.592
C 1.991 3.934 2.735
C 1.346 1.640 2.190
N 0.595 0.980 1.280
N 2.465 1.194 2.788
C 2.800 1.585 4.157
C 3.338 0.208 2.211
H -0.522 4.237 3.044
H -1.104 2.621 2.671
H -0.553 3.699 1.373
H 2.037 4.308 3.757
H 1.729 4.762 2.075
H 2.970 3.565 2.445
H -0.102 1.622 0.925
H 1.932 2.013 4.650
H 3.622 2.301 4.186
H 3.105 0.691 4.702
H 3.163 0.183 1.148
H 3.185 -0.778 2.650
H 4.373 0.507 2.383
*
```


Record 4
A 9-piece molecular cluster, C48H44O16 overall in a non-equilibrium geometry, computed with the ωB97M-V functional and the def2-TZVPD basis.

Maximum force (hartree/bohr): 0.26852
SMILES string: O=C1C=CC(=O)C=C1.O=C1C=CC(=O)C=C1.O=C1C=CC(=O)C=C1.O=C1C=CC(=O)C=C1.O=C1C=CC(=O)C=C1.O=C1C=CC(=O)C=C1.O=C1C=CC(=O)C=C1.CC(C)O.CC(C)O
LUMO level (eV): -2.86
Gap between HOMO and LUMO (Eh): 0.250
ΔE to the lowest compared entry with this formula, charge and spin (eV): 0.000
Total energy (eV): -83216.994

```
! wB97M-V def2-TZVPD RIJCOSX def2/J DEFGRID3
* xyz 0 1
O -1.157 -0.985 1.041
C -2.166 -1.538 0.844
C -2.230 -3.093 0.415
C -3.646 -3.664 0.210
C -4.869 -2.800 0.502
O -5.980 -3.281 0.421
C -4.763 -1.368 0.775
C -3.360 -0.740 1.058
H -1.230 -3.680 0.195
H -3.876 -4.671 -0.033
H -5.737 -0.719 0.930
H -3.159 0.388 1.312
O 1.734 5.606 3.454
C 2.415 5.231 2.587
C 1.724 4.819 1.274
C 2.616 4.064 0.158
C 4.041 4.163 0.212
O 4.704 3.839 -0.758
C 4.734 4.505 1.557
C 3.844 5.144 2.645
H 0.809 4.535 1.312
H 2.077 3.721 -0.780
H 5.844 4.760 1.607
H 4.132 5.274 3.728
O 1.017 1.796 2.045
C 0.595 1.571 3.169
C 1.365 1.733 4.415
C 0.616 1.491 5.733
C -0.724 1.062 5.864
O -1.229 0.939 7.001
C -1.537 0.829 4.572
C -0.863 1.223 3.314
H 2.372 1.944 4.427
H 1.329 1.495 6.770
H -2.715 0.565 4.733
H -1.495 1.042 2.416
O 3.239 -1.080 2.576
C 4.438 -1.001 2.757
C 5.284 -0.084 1.889
C 6.682 0.053 2.226
C 7.468 -0.872 3.132
O 8.768 -0.770 3.176
C 6.626 -1.710 3.928
C 5.200 -1.852 3.754
H 4.900 0.381 1.010
H 7.179 0.551 1.415
H 7.068 -2.349 4.617
H 4.573 -2.596 4.384
O -3.695 -2.807 -3.093
C -3.898 -1.631 -2.785
C -5.149 -1.017 -2.366
C -5.169 0.607 -1.994
C -3.970 1.401 -2.180
O -4.230 2.645 -2.186
C -2.748 0.665 -2.401
C -2.708 -0.806 -2.687
H -5.976 -1.622 -2.236
H -6.258 1.022 -1.707
H -1.773 1.170 -2.100
H -1.685 -1.465 -2.924
O -0.711 -1.367 -9.726
C -1.046 -1.823 -8.680
C -1.965 -3.114 -8.437
C -1.896 -3.810 -7.036
C -1.344 -3.087 -5.807
O -1.309 -3.640 -4.660
C -0.779 -1.799 -6.164
C -0.699 -1.229 -7.432
H -2.211 -3.761 -9.409
H -2.293 -4.795 -7.076
H -0.346 -1.029 -5.223
H -0.138 -0.328 -7.318
O 1.139 -3.969 -1.310
C 1.112 -4.384 -0.177
C 0.755 -5.760 0.310
C 0.974 -6.032 1.777
C 1.272 -5.006 2.794
O 1.319 -5.339 3.949
C 1.430 -3.740 2.325
C 1.408 -3.338 0.871
H 0.557 -6.483 -0.340
H 0.841 -7.030 2.087
H 1.374 -3.064 2.917
H 1.544 -2.125 0.522
C -3.749 5.277 0.200
C -3.483 3.799 0.569
C -2.017 3.466 0.208
O -3.696 3.938 2.005
H -4.706 5.794 0.247
H -3.425 5.354 -0.921
H -2.924 6.027 0.755
H -4.259 3.069 0.359
H -1.957 3.328 -0.852
H -1.592 2.697 0.724
H -1.032 4.174 0.400
H -4.653 4.255 2.078
C 1.270 0.115 -3.067
C 1.126 0.252 -1.466
C 2.540 0.036 -0.726
O 0.597 1.572 -1.136
H 1.557 -0.847 -3.334
H 1.981 0.698 -3.531
H 0.207 0.109 -3.300
H 0.634 -0.471 -1.199
H 2.354 0.143 0.383
H 3.278 0.717 -1.140
H 2.932 -1.045 -1.154
H 0.632 1.562 -0.186
*
```